# C25H38F6N8O6SSbSiTa

A structure of composition C25H38F6N8O6SSbSiTa at a distorted geometry (ωB97M-V/def2-TZVPD, the OMol25 dataset).

Results
* net charge: +3
* energy relative to the best compared isomer or geometry (same formula, charge and spin): 347.43 kJ/mol
* spin multiplicity: 2
* E_HOMO (alpha / beta): -16.646 / -16.647 eV

Last column: Löwdin charge in e.
CARTESIAN COORDINATES (ANGSTROEM)
Ta -0.26111 -0.37746 -0.74132  2.019
C 2.43650 1.82033 0.86909  -0.156
Si 1.68627 0.54184 1.98996  0.515
C 3.12765 -0.47430 2.60738  -0.165
C 0.74483 1.46959 3.30212  -0.143
N 0.40136 -0.62075 1.24437  -0.135
C -0.01568 -1.61841 2.04944  -0.246
C 0.50962 -1.83701 3.36786  -0.020
C 0.15429 -2.91371 4.11009  0.003
C -0.79581 -3.83809 3.61495  0.046
C -1.40684 -3.62638 2.39132  0.042
C -1.05481 -2.53374 1.62761  -0.181
O -1.71251 -2.21195 0.48079  -0.100
C -2.55897 -3.26480 -0.03104  -0.284
C -1.99955 -4.43464 -0.49381  -0.059
C -2.83980 -5.41919 -0.98790  -0.020
C -4.21648 -5.22400 -1.00139  -0.024
C -4.75417 -4.04950 -0.50001  -0.025
C -3.91795 -3.05532 -0.00326  -0.014
H 3.35408 2.14936 1.36505  0.070
H 1.79589 2.69513 0.75388  0.027
H 2.70463 1.46930 -0.12775  0.003
H 3.20480 -0.41811 3.69724  0.058
H 4.05877 -0.06163 2.21265  0.043
H 3.06767 -1.52644 2.32701  0.022
H 1.45787 1.79648 4.06642  0.065
H -0.02947 0.89414 3.81434  0.042
H 0.29503 2.37950 2.89385  0.040
H 1.20737 -1.13347 3.78682  0.076
H 0.59444 -3.06126 5.08756  0.138
H -1.07615 -4.70001 4.20650  0.141
H -2.17003 -4.30718 2.04536  0.139
H -0.93043 -4.59023 -0.44659  0.109
H -2.41328 -6.33913 -1.36467  0.132
H -4.86995 -5.99585 -1.38513  0.127
H -5.82665 -3.91123 -0.46859  0.126
H -4.33441 -2.16283 0.44743  0.115
N 3.43306 -2.39333 -0.09646  0.107
N 4.15646 -1.44782 -0.84329  0.081
C 3.58818 -0.56249 -1.61994  -0.348
N 4.28852 0.30525 -2.33066  0.265
N 2.19072 -0.55834 -1.61309  0.093
N 1.62416 -0.38512 -2.77154  -0.410
O 2.08672 -0.29527 -3.84588  0.224
O 0.28059 -0.43254 -2.62325  -0.268
H 4.09838 -3.01021 0.35429  0.126
H 2.84043 -2.93226 -0.72228  0.076
H 5.16487 -1.45720 -0.75848  0.189
H 5.29527 0.25012 -2.38889  0.157
H 3.82392 0.93139 -2.97357  0.127
N -2.31059 0.12867 -1.75130  -0.025
C -3.54767 0.40475 -0.99681  -0.165
C -3.16406 1.22319 0.19591  -0.186
N -2.09401 0.48554 0.89169  0.003
H -2.03274 0.98223 -2.25598  0.077
H -2.50007 -0.55265 -2.48532  0.120
H -3.98488 -0.54217 -0.69768  0.098
H -4.26976 0.93592 -1.61493  0.152
H -4.03239 1.39685 0.83091  0.145
H -2.77417 2.18954 -0.12308  0.110
H -2.51501 -0.27749 1.41302  0.105
H -1.64258 1.09739 1.56721  0.097
F 0.53236 -2.36781 -0.83457  -0.434
Sb 0.19973 -3.18310 -2.93943  1.604
F 0.14132 -2.31704 -4.55892  -0.264
F 2.04876 -2.88124 -2.97960  -0.289
F -1.13406 -4.29998 -3.55370  -0.282
F 0.76038 -4.63981 -1.92807  -0.305
F -1.34213 -2.20050 -2.15850  -0.373
C 0.40824 8.03079 0.48379  -0.015
C 0.42768 6.62288 -0.03246  -0.217
C -0.49984 5.67734 0.41981  0.001
C -0.51832 4.39870 -0.09742  -0.049
C 0.42009 4.05470 -1.07087  -0.321
C 1.37272 4.96305 -1.52448  -0.020
C 1.36338 6.23856 -0.99648  0.010
S 0.36721 2.49865 -1.80852  0.672
O -0.75993 2.35811 -2.67925  -0.239
O 1.64903 2.13336 -2.31454  -0.249
O 0.00917 1.44168 -0.56677  -0.497
H -0.22216 8.13426 1.36368  0.089
H 0.02043 8.69812 -0.28940  0.107
H 1.41528 8.37722 0.71595  0.098
H -1.22266 5.96075 1.17493  0.130
H -1.24588 3.67456 0.24829  0.096
H 2.09423 4.67520 -2.27807  0.128
H 2.09463 6.95852 -1.34361  0.138

Cartesian forces, eV/Å:
Ta -3.7764 -3.1686 3.2697
C -0.2545 -0.0505 -0.3526
Si 0.3583 0.2246 0.3375
C -0.0133 -0.1778 0.1245
C -0.0914 -0.0551 0.0992
N 0.6200 0.0839 -0.1874
C -0.1041 -0.0464 -0.0755
C -0.0112 0.1380 -0.1074
C -0.0898 -0.1933 0.0977
C 0.0740 0.0994 -0.0079
C -0.0485 -0.1305 0.1522
C 0.0376 0.0991 0.2418
O 0.4355 -0.0943 -0.1540
C -0.3320 0.1261 -0.1913
C 0.2079 -0.0316 0.0303
C -0.0431 -0.0130 -0.0354
C 0.0213 -0.0217 -0.0063
C -0.0432 -0.0203 0.0327
C -0.0926 0.1252 0.1355
H -0.0356 -0.0539 0.0435
H 0.0715 -0.0072 0.0215
H 0.1069 0.0884 0.0754
H 0.0196 -0.0129 -0.0457
H -0.0559 -0.0231 -0.0423
H 0.0272 0.0773 0.0334
H -0.0493 0.0194 -0.0272
H 0.0337 0.0419 0.0033
H -0.0095 -0.0511 -0.0118
H 0.0283 -0.0436 -0.0038
H -0.0450 -0.0126 -0.0094
H 0.0077 0.0250 0.0085
H 0.0192 0.0176 0.0569
H 0.0041 -0.0359 -0.0148
H -0.0108 0.0069 0.0068
H 0.0205 0.0108 0.0017
H 0.0162 0.0166 -0.0233
H -0.0150 -0.0472 -0.0027
N -0.2850 0.1142 0.0820
N 0.1497 -0.0989 -0.0196
C -0.0076 0.0835 0.0333
N -0.0482 0.0216 -0.0232
N -0.4382 0.6789 -0.1371
N 0.7345 -0.0675 -0.1736
O -0.1330 0.2238 -0.0547
O 1.0242 0.5291 -1.2801
H 0.0439 -0.0040 -0.0485
H 0.1146 -0.1121 -0.0927
H 0.0044 -0.0274 -0.0191
H 0.0030 -0.0018 -0.0228
H 0.0358 0.0200 0.0973
N 1.0745 0.0762 -0.4797
C -0.1243 0.0163 0.0443
C -0.0269 0.1038 0.0502
N 0.5006 0.0416 -0.3685
H -0.0813 0.0333 -0.0255
H 0.0641 -0.1067 0.0681
H -0.0269 -0.0545 -0.0521
H 0.0206 -0.0384 -0.1181
H 0.0442 0.0491 0.0998
H -0.0043 0.0267 0.0229
H 0.1299 -0.0582 0.0388
H 0.0871 -0.1000 0.0459
F 0.0479 0.9342 -0.4448
Sb -1.4389 -1.1564 1.0832
F 0.0492 0.4407 -0.2524
F 0.3250 0.4211 -0.1304
F -0.0464 -0.3314 -0.2918
F -0.0910 -0.3267 0.2449
F 0.7720 0.1222 -0.5200
C 0.0320 -0.0336 -0.0901
C 0.0126 0.0612 0.0281
C -0.0495 0.0275 -0.0116
C 0.0619 -0.0132 -0.1046
C -0.1308 -0.1051 0.5148
C 0.0864 -0.1486 -0.0359
C -0.0119 0.1005 -0.0038
S -0.2015 1.1318 -0.8462
O -0.1617 -0.1026 0.2406
O 0.2350 -0.1320 0.1479
O 0.6914 0.8300 -0.7597
H 0.0284 -0.0092 0.0137
H -0.0273 -0.0212 0.0053
H -0.0144 -0.0284 0.0468
H 0.0233 -0.0046 -0.0179
H 0.0027 0.0637 0.0114
H -0.0071 0.0382 0.0372
H -0.0311 -0.0159 -0.0055



# C23H30N3O4

A cluster of 2 separate species, C23H30N3O4 in total at a distorted geometry (ωB97M-V/def2-TZVPD, the OMol25 dataset).

Results
* net charge: +1
* spin multiplicity: 1
* E_HOMO: -10.526 eV

Last column: Löwdin charge in e.
CARTESIAN COORDINATES (ANGSTROEM)
C -3.43426 -5.23816 -1.32970  -0.121
C -2.83573 -3.81998 -1.93786  -0.174
C -2.28169 -3.80543 -3.51506  -0.020
C -1.66195 -2.42190 -4.18793  -0.054
C -1.62638 -1.02059 -3.31713  -0.043
C -2.20857 -0.96974 -1.76747  -0.157
C -2.25228 0.38945 -0.85029  -0.169
C -0.84349 0.75463 -0.08789  -0.154
C -1.40352 1.69078 1.17882  0.123
N -0.59674 2.78890 1.34317  -0.002
C -1.06502 3.71410 2.44196  -0.035
C 0.15457 3.66190 3.74224  -0.172
C 0.12088 2.20167 4.68068  0.015
O -0.41153 3.66870 5.19927  -0.138
C 0.57541 2.82930 0.38900  -0.307
C 1.12518 4.25817 -0.19541  -0.092
C 2.02508 5.13755 0.86093  -0.161
C 3.41650 4.41663 1.34683  -0.268
O 4.39333 5.31673 1.98267  -0.125
O 1.56026 1.80195 0.83846  -0.086
N 2.53314 1.63019 -0.07336  -0.019
O 3.05145 0.50836 0.03270  0.063
C -0.11733 2.02134 -0.90154  -0.054
C -2.78371 -2.39136 -1.10052  0.002
H -3.29956 -6.11874 -2.12454  0.091
H -4.61618 -5.12352 -1.21033  0.091
H -2.98986 -5.50400 -0.27377  0.084
H -2.33074 -4.79892 -4.17241  0.104
H -1.26176 -2.41752 -5.30830  0.096
H -1.20412 -0.01756 -3.75197  0.078
H -3.05266 0.18701 0.01200  0.119
H -2.56125 1.27450 -1.55877  0.129
H -0.11869 -0.12943 0.23530  0.181
H -2.38693 1.38430 1.76092  0.189
H -1.16896 4.83935 2.14219  0.146
H -2.00641 3.24390 2.95139  0.142
H 1.27468 4.17558 3.50701  0.157
H 1.29015 2.14305 4.66531  0.124
H -0.61669 1.68686 3.91472  0.097
H 0.17211 4.92561 -0.44952  0.147
H 1.74141 4.12118 -1.20575  0.156
H 1.39893 5.51502 1.78711  0.106
H 2.34750 6.12709 0.27727  0.143
H 4.00329 3.86957 0.46234  0.138
H 3.11620 3.56569 2.10457  0.105
H 5.09094 4.68006 2.37243  0.129
H -0.97150 2.73950 -1.25930  0.135
H 0.56052 1.76943 -1.82138  0.150
H -3.18399 -2.43364 0.02262  0.095
N 0.53895 -5.09363 -2.07954  0.061
C 0.87985 -6.27396 -1.51744  -0.145
C 1.61104 -6.38686 -0.34579  -0.074
C 2.02252 -5.21935 0.28832  -0.079
C 1.68853 -3.98852 -0.26721  -0.082
C 0.95100 -3.97744 -1.44018  -0.158
H 0.53850 -7.15605 -2.05134  0.103
H 1.85418 -7.36140 0.06214  0.104
H 2.59844 -5.26804 1.20788  0.106
H 1.99459 -3.06053 0.20230  0.092
H 0.66237 -3.04179 -1.91087  0.088

Cartesian forces, eV/Å:
C -0.7616 0.7157 -0.6033
C 1.5041 3.0707 -2.1304
C 0.2487 3.4277 1.9552
C -1.5319 0.0431 3.7782
C -1.6214 -3.0518 2.1363
C 0.0166 -3.9625 -1.8479
C -0.0559 -1.7634 -0.3893
C -1.5108 2.3046 -0.1565
C 3.3459 -0.1452 -1.7289
N -3.4225 -2.6144 0.8708
C 2.1361 1.1347 3.1593
C -0.6515 -1.1397 1.7981
C 0.3088 5.6840 -4.1977
O 2.5025 -3.1895 -5.0920
C -0.0565 -0.8604 -4.3984
C 0.0772 1.0022 1.1032
C 1.0419 1.2254 -0.4520
C 0.0617 -1.4764 -0.1982
O -0.2678 -2.3072 0.1348
O -1.4714 1.1607 1.5644
N 2.6397 -4.1003 -0.8428
O -2.1187 4.4666 0.0488
C -0.9188 0.3890 1.1881
C 1.0453 -0.5331 -3.1942
H 0.0470 2.0761 1.8955
H 2.5964 -0.1203 -0.1667
H -0.7144 0.5469 -2.2923
H 0.1864 2.4780 1.6966
H -0.9903 -0.0470 2.8048
H -0.9149 -2.2623 0.7174
H 1.4605 0.4903 -2.1514
H 0.4763 -1.6604 1.6740
H -1.7790 1.9369 -0.6625
H 2.2901 1.2542 -0.9701
H 0.0277 -2.3900 0.1850
H 1.7266 1.1756 -1.2374
H -3.5196 -1.2245 0.9229
H -2.5594 -0.7519 0.9310
H 1.4819 0.3089 2.6526
H 1.9318 -1.6328 0.5062
H -1.4640 -0.1675 2.3827
H 1.2331 -0.9229 -1.8446
H -0.7622 -2.1199 1.2439
H -1.6865 1.1992 1.5213
H 0.5626 1.5048 -1.3081
H -1.5939 1.6780 -0.9105
H 1.5346 -1.4883 0.4907
H -1.0053 0.3768 2.1569
H 0.9597 0.2995 -2.7145
N 0.5599 -0.0787 0.8823
C -0.2940 0.7799 -0.4756
C 0.0808 0.2410 0.1438
C 0.0035 -0.0174 0.0341
C 0.0005 -0.2970 0.0605
C -0.3548 -0.6802 -0.5287
H 0.0504 0.0339 0.0658
H -0.0254 0.0876 -0.0574
H -0.0594 -0.0065 -0.1097
H 0.0016 -0.0559 -0.0515
H -0.0281 -0.0246 0.0073



# C28H43BO18

A cluster of 7 separate species, C28H43BO18 in total (ωB97M-V/def2-TZVPD, the OMol25 dataset).

Results
* net charge: 0
* spin multiplicity: 1
* SMILES: CB(O)OC(=O)OCC(=O)O.O=C1CCCO1.O=C1CCCO1.O=C1CCCO1.O=C1CCCO1.O=C1CCCO1.O=C1CCCO1
* E_HOMO: -9.633 eV

Last column: Löwdin charge in e.
CARTESIAN COORDINATES (ANGSTROEM)
C -3.29115 -1.04720 3.25282  0.044
B -2.33249 -1.95777 4.07596  -0.575
O -2.80630 -2.94146 4.88911  0.192
O -0.92159 -1.90778 3.94109  0.218
C -0.18339 -0.80688 4.05220  -0.565
O 0.92592 -0.68764 3.63778  0.172
O -0.83420 0.11786 4.81416  0.030
C -0.64870 1.49532 4.47474  -0.046
C -1.05864 1.89568 3.06390  -0.502
O -2.04381 2.56858 2.90581  0.124
O -0.26030 1.49691 2.08318  0.125
H -3.20855 -0.00515 3.56651  0.067
H -4.32685 -1.35027 3.39086  0.072
H -3.04996 -1.06759 2.18772  0.082
H -2.25067 -3.10775 5.65407  0.113
H -1.33082 2.03617 5.12027  0.139
H 0.36264 1.82309 4.72102  0.134
H -0.41982 2.05314 1.29154  0.098
O 0.25079 6.35343 3.58665  0.133
C 1.20116 5.80798 4.05704  -0.485
O 1.19062 5.24647 5.29882  0.015
C 2.49905 4.74708 5.62420  -0.162
C 3.19959 4.53705 4.28550  -0.154
C 2.57188 5.63032 3.43023  -0.075
H 3.00784 5.48565 6.24740  0.124
H 2.39110 3.82328 6.18837  0.120
H 4.28361 4.58871 4.36332  0.113
H 2.93494 3.55838 3.88149  0.115
H 3.10331 6.58056 3.50820  0.131
H 2.46781 5.36082 2.38281  0.125
O 0.42052 2.61188 -0.33701  0.095
C 1.19299 1.81432 -0.80642  -0.466
O 2.17566 1.27071 -0.07033  0.042
C 2.99044 0.40530 -0.88847  -0.133
C 2.10669 0.03125 -2.06725  -0.136
C 1.24492 1.28223 -2.21944  -0.050
H 3.88018 0.96485 -1.18855  0.129
H 3.29051 -0.44666 -0.28422  0.110
H 2.67342 -0.23629 -2.95564  0.126
H 1.47818 -0.81727 -1.80752  0.091
H 1.70145 2.04011 -2.85963  0.138
H 0.24239 1.07595 -2.58266  0.108
O 0.35125 -2.86363 -2.32137  0.117
C 1.25630 -3.63229 -2.16906  -0.481
O 2.54037 -3.21747 -2.04821  0.013
C 3.43043 -4.34799 -1.96182  -0.139
C 2.55483 -5.50503 -1.49044  -0.146
C 1.20224 -5.14596 -2.09839  -0.073
H 3.85120 -4.52719 -2.95309  0.133
H 4.23391 -4.10237 -1.27613  0.101
H 2.94222 -6.47572 -1.79175  0.115
H 2.48048 -5.49164 -0.40183  0.118
H 1.08716 -5.52506 -3.11575  0.132
H 0.34684 -5.46046 -1.50681  0.125
O -2.09994 0.97677 -5.27874  0.110
C -2.57748 1.42089 -4.27422  -0.491
O -2.93669 2.72193 -4.16394  0.020
C -3.38447 3.00823 -2.82322  -0.142
C -3.80277 1.66039 -2.24854  -0.145
C -2.85160 0.70859 -2.96418  -0.065
H -2.55409 3.45828 -2.27444  0.123
H -4.19634 3.72863 -2.88813  0.122
H -3.74052 1.62737 -1.16288  0.121
H -4.82569 1.42885 -2.53549  0.084
H -1.90454 0.60182 -2.43158  0.110
H -3.27449 -0.27674 -3.13994  0.125
O 7.34380 -3.44376 -1.72945  0.130
C 7.02012 -2.90936 -0.71170  -0.482
O 5.72134 -2.61187 -0.44077  -0.011
C 5.61874 -1.88852 0.80056  -0.154
C 6.88839 -2.23745 1.56968  -0.146
C 7.89231 -2.44487 0.43846  -0.072
H 5.55463 -0.82294 0.57125  0.119
H 4.70452 -2.19914 1.30102  0.130
H 7.17017 -1.46958 2.28635  0.116
H 6.74514 -3.17241 2.11271  0.119
H 8.37705 -1.51448 0.13638  0.133
H 8.65697 -3.18710 0.64980  0.126
O -6.20638 -0.51759 -2.12038  0.122
C -6.94957 -0.46893 -3.05594  -0.480
O -6.81610 0.46923 -4.02507  0.015
C -7.88661 0.36586 -4.97916  -0.149
C -8.39977 -1.06450 -4.84652  -0.150
C -8.14113 -1.35295 -3.36971  -0.073
H -8.64805 1.10407 -4.71841  0.127
H -7.48634 0.60184 -5.96161  0.126
H -9.43899 -1.16977 -5.14974  0.114
H -7.79587 -1.73080 -5.46355  0.118
H -8.96945 -1.03806 -2.73205  0.132
H -7.90388 -2.39052 -3.15186  0.125

Cartesian forces, eV/Å:
C 0.0120 -0.1053 -0.1218
B 0.0465 -0.1339 -0.0656
O -0.3619 0.4952 0.1722
O 0.0545 0.0882 0.3094
C 0.1515 0.0430 0.2864
O 0.0691 0.0350 -0.1340
O -0.4340 -0.0995 -0.6242
C 0.2996 0.1628 0.5270
C -0.3632 0.0922 0.0642
O -0.0314 0.1483 -0.1574
O 0.2447 0.1195 0.2875
H 0.0292 0.0214 0.0355
H -0.0295 -0.0142 -0.0547
H -0.0151 0.0021 -0.0147
H 0.3192 -0.3950 -0.1454
H -0.0607 -0.0658 0.0934
H 0.1344 -0.1476 -0.2944
H 0.0612 -0.2075 -0.1256
O -0.0570 -0.0445 0.1379
C 0.0228 0.1217 -0.1360
O 0.0718 -0.0520 -0.0731
C 0.0906 -0.0932 -0.0127
C -0.0230 -0.0010 -0.0407
C 0.0121 -0.2410 0.0828
H -0.0054 0.0192 -0.0100
H -0.1231 0.0516 0.0606
H -0.0038 0.0454 0.0293
H 0.0173 -0.0078 0.0085
H -0.0039 0.0114 -0.0386
H -0.0200 0.1349 -0.0325
O -0.1673 -0.0544 -0.0553
C 0.0236 0.1070 0.0033
O 0.0295 0.0458 0.0043
C 0.0696 -0.0966 -0.0727
C -0.0661 0.0706 -0.0549
C 0.0576 -0.2239 0.0664
H -0.0078 0.0126 -0.0022
H -0.0581 0.0172 0.0504
H 0.0251 0.0300 0.0060
H 0.0108 -0.0191 -0.0301
H -0.0270 0.0321 0.0090
H -0.0017 0.1184 -0.0647
O 0.0170 -0.0140 0.0687
C -0.0388 -0.0042 -0.1252
O -0.0067 -0.0001 0.0669
C 0.0295 -0.2198 0.0124
C -0.0845 0.0364 0.0026
C 0.1279 0.0110 0.1581
H -0.0035 0.0101 -0.0067
H -0.0428 0.0908 -0.0763
H -0.0014 0.0139 -0.0489
H 0.0278 -0.0144 0.0026
H -0.0242 -0.0010 -0.0029
H -0.0595 0.0037 -0.0840
O -0.0419 0.0004 0.0129
C 0.1109 -0.0163 0.0176
O -0.0021 0.0204 -0.0078
C 0.0099 -0.0110 0.0669
C 0.0024 0.0742 -0.0306
C -0.2409 0.1108 0.0722
H 0.0154 -0.0216 0.0013
H 0.0043 -0.0008 -0.0524
H 0.0501 0.0043 -0.0015
H 0.0084 0.0314 0.0374
H 0.0085 -0.0833 -0.0150
H 0.1181 -0.0455 -0.0290
O -0.0126 -0.0435 0.0559
C 0.0371 0.0701 -0.1087
O 0.0312 0.0920 0.1148
C 0.0182 -0.0048 0.0673
C 0.0416 -0.0413 -0.0337
C -0.1423 -0.0736 0.1272
H 0.0219 0.0072 0.0099
H -0.0215 -0.0080 -0.0464
H -0.0020 0.0323 -0.0321
H -0.0107 0.0108 0.0168
H 0.0276 -0.0103 -0.0080
H 0.0611 0.0437 -0.0678
O -0.0563 -0.1192 -0.0228
C -0.0111 0.0485 0.0703
O 0.0127 0.0149 -0.0113
C -0.0533 -0.0115 -0.0382
C 0.0339 -0.0344 0.0392
C 0.0672 -0.0032 -0.1950
H -0.0124 -0.0105 0.0022
H 0.0440 0.0063 0.0207
H -0.0129 0.0356 0.0293
H -0.0107 0.0060 -0.0173
H 0.0013 -0.0195 0.0212
H -0.0286 0.0132 0.0944



Number 1: calculated total energy -93831.8091 eV. Number 2: calculated total energy -36969.3685 eV. Number 3: calculated total energy -67269.6307 eV.